Formula: C35H47N6O8
Source: the Open Molecules 2025 dataset
Level of theory: ωB97M-V with the def2-TZVPD basis set

```
96
Properties=species:S:1:pos:R:3
O -0.94416 -2.36183 0.85170
O -1.88749 2.34123 1.48226
O 4.46343 4.31255 0.44916
O -2.89974 -5.36216 -1.15011
O 5.64798 4.58791 -1.37690
O 3.09434 5.88020 -5.63302
O 1.33157 6.96629 -4.90740
O -3.43036 3.57615 2.43516
N 3.24036 -5.34265 -0.54400
N 2.55445 6.84167 -5.06575
N 0.03177 0.26067 0.73182
N -1.53696 -5.31983 -1.00583
N 4.59655 4.30594 -0.78302
N -2.30130 3.06462 2.39960
C -1.40741 -2.63329 -1.71669
C 2.21686 3.62809 -0.96678
C -0.10208 2.78956 3.51494
C -1.83468 4.11215 4.60002
C -4.89785 -5.47008 0.55256
C -1.39486 3.33004 3.52316
C 4.80913 7.82558 -4.74131
C -4.01909 -2.98227 2.90022
C 5.10114 -5.13658 1.17203
C 1.11799 3.25430 -1.74296
C 0.30925 3.79753 5.67506
C 0.95114 -4.03777 -1.14201
C -0.71518 -4.06564 -1.27412
C 1.23381 3.18652 -3.13241
C -0.97632 4.34107 5.67716
C 3.42280 7.90730 -4.55109
C 0.74829 3.02774 4.59651
C 3.68656 10.02363 -3.41613
C -5.22429 -4.09759 2.93370
C -0.84867 -6.61248 -0.55324
C 5.62782 8.85409 -4.27088
C -5.79420 -5.81793 -0.81430
C 3.46106 -5.39537 0.97618
C 2.44276 3.49935 -3.75588
C -4.79481 -5.43666 3.83470
C -5.84620 -4.48672 1.46558
C 0.79804 -6.73612 -0.35555
C 5.06650 9.94992 -3.61344
C -0.29105 -0.42016 -0.61219
C 3.43152 3.93416 -1.59478
C 3.54768 3.87714 -2.99050
C -3.49331 -4.78022 0.06360
C 2.85736 9.00255 -3.88462
C -1.37986 -1.65732 -0.38327
C 1.71226 -5.41387 -0.67834
H -2.72360 -4.86780 0.96645
H -3.69088 -3.62592 -0.11120
H -5.65286 -6.92439 -1.17676
H 0.40467 1.19849 0.46375
H 1.53619 -3.04642 -1.38839
H -4.50693 -5.08097 4.92565
H 4.48282 4.11777 -3.49147
H -2.99847 -3.59530 2.98156
H -0.85354 -2.18749 -2.64639
H 3.52058 -4.36544 -0.80753
H -5.58464 -5.03930 -1.69225
H 0.74122 -0.85282 -1.00664
H 5.70838 10.75214 -3.25339
H -0.78103 0.32987 -1.37399
H -6.19121 -3.53991 0.84414
H 0.06270 -2.37514 0.91515
H 2.89790 -4.49316 1.47423
H 0.17159 3.01184 -1.26465
H -5.74937 -6.10996 3.94311
H 5.39610 -4.19307 0.53831
H -2.53513 -2.77398 -2.00777
H 0.25391 2.18487 2.68345
H -1.31072 4.94120 6.52070
H 0.37664 2.88701 -3.73304
H 3.14574 -6.43118 1.42322
H -6.11788 -3.59654 3.54654
H 2.52478 3.44563 -4.83937
H -4.68627 -6.51652 1.05828
H 1.75265 2.61002 4.60091
H 3.25692 10.87949 -2.90022
H 2.11133 3.67301 0.11516
H 5.37806 -5.04108 2.30559
H -0.86306 0.39452 1.28673
H 1.29294 -7.73204 0.00848
H -2.48173 -1.25336 -0.16746
H -3.91202 -5.96780 3.26382
H -6.84276 -5.10559 1.68452
H 6.70433 8.80311 -4.41953
H 0.97296 3.97409 6.51976
H 5.26199 6.97838 -5.25172
H -3.96490 -2.45926 1.82926
H 5.61762 -6.08364 0.70052
H -6.95959 -5.70181 -0.58399
H -2.83352 4.54270 4.61682
H -1.56318 -7.53998 -0.33465
H -4.03483 -2.21207 3.78149
H 1.78355 9.07636 -3.72578
```

Calculated values
Kohn-Sham gap = 7.116 eV
relative energy (zero: lowest compared OMol25 entry of this formula, charge and spin) = 1279.1 kJ/mol
total charge = +1
calculated total energy = -62349.482 eV
highest occupied orbital energy = -11.296 eV

Mulliken atomic charge list, values in e, 6 entries: number 1, O, carries -0.52; number 2, O, carries -0.64; number 3, O, carries -0.60; number 4, O, carries -0.32; number 5, O, carries -0.59; number 6, O, carries -0.60



Formula: C35H47OSn
Source: the Open Molecules 2025 dataset
Level of theory: ωB97M-V with the def2-TZVPD basis set

```
84
Properties=species:S:1:pos:R:3
Sn 1.02597 -1.10304 2.62533
O 1.20829 9.11444 -0.11815
C 2.29567 9.89135 -0.65737
C -0.70999 -3.66351 3.16491
C 0.08717 3.92620 -1.91407
C 0.97272 3.09831 -2.70829
C 1.92835 7.16163 -1.40991
C -0.36913 -0.23103 4.04794
C 1.04296 0.00471 0.70987
C -2.34294 -5.49307 3.79053
C -1.21881 2.55508 -3.29256
C 0.41485 2.35581 1.15649
C 0.50734 -3.20867 2.35131
C 0.75899 1.62895 -4.66580
C -3.68326 3.41521 -2.36988
C -0.26937 5.80909 -0.29931
C -0.00003 7.10247 0.09351
C 1.36202 1.44449 0.85338
C -2.52851 3.90751 -1.74032
C -0.06529 1.23268 4.41353
C -1.27937 3.50219 -2.20485
C 0.66811 2.91202 6.16577
C 5.14724 -0.59372 2.13788
C -2.35883 2.13223 -3.95761
C 0.17640 2.31539 -3.60874
C -3.60703 2.57381 -3.49664
C 2.15684 1.64872 -4.78854
C 2.94802 2.29809 -3.82160
C -1.10692 -5.13834 2.96873
C 0.50337 5.16244 -1.29812
C 1.63361 5.86794 -1.79570
C 3.00703 -1.02633 3.51825
C 4.11475 -1.62053 2.62666
C 6.15356 -1.20661 1.16586
C 0.28506 1.46033 5.89250
C 2.36150 3.01975 -2.77418
C 1.08513 7.81033 -0.47836
H 3.16924 0.02875 3.77479
H -0.26416 -5.77473 3.26205
H 4.03560 2.25537 -3.89337
H -1.08835 5.27398 0.17308
H 0.34720 -3.33542 1.27369
H 2.27098 5.42221 -2.55538
H -2.24960 1.48142 -4.82196
H 6.67079 -2.05323 1.62806
H -4.66438 3.70050 -1.98726
H -2.61846 -6.53772 3.63529
H -0.51769 -3.51019 4.23964
H 2.63631 1.15565 -5.63759
H -4.51837 2.26573 -4.01499
H -0.62152 7.62982 0.81286
H 2.19013 10.86054 -0.16826
H 3.26443 9.44086 -0.41200
H 1.76905 -0.56142 0.11074
H 0.64351 3.40472 1.34489
H 4.65187 -2.40076 3.19238
H -3.19247 -4.86816 3.49918
H 2.78021 7.68140 -1.85477
H -0.14290 3.58527 5.87106
H -0.57810 1.18310 6.51072
H 1.40611 -3.77355 2.62904
H 2.95899 3.50304 -2.00082
H 5.65850 -1.56204 0.25648
H 6.90065 -0.46492 0.87528
H 1.10685 0.79444 6.18527
H -1.58265 -3.04186 2.90767
H 4.63300 0.25106 1.66103
H 0.00932 -0.18202 0.37475
H 1.56729 3.19469 5.60869
H 5.68036 -0.18649 3.00696
H 0.11563 1.12144 -5.38176
H -0.64081 2.06940 1.18495
H -1.34490 -0.32488 3.55599
H -0.35382 -0.90267 4.91745
H 3.68056 -2.13154 1.75043
H 2.40890 1.73091 0.68855
H -1.29673 -5.31692 1.90429
H 0.74974 1.62760 3.78677
H 2.20071 10.00077 -1.74511
H -2.15290 -5.34418 4.85762
H 2.90046 -1.60115 4.44670
H 0.87004 3.06027 7.22884
H -2.60114 4.57825 -0.88740
H -0.94260 1.85290 4.16595
```

Calculated values
Kohn-Sham gap = 4.571 eV
relative energy (zero: lowest compared OMol25 entry of this formula, charge and spin) = 0.0 kJ/mol
total charge = -1
calculated total energy = -44935.721 eV
highest occupied orbital energy = -2.298 eV

Mulliken atomic charge list, values in e, 6 entries: number 1, Sn, carries 0.80; number 2, O, carries -0.46; number 3, C, carries -0.83; number 4, C, carries -0.25; number 5, C, carries -0.53; number 6, C, carries 0.49